--- a ---
{"formula": "C3H2N4O", "method": "wB97M-V/def2-TZVPD", "symbols": ["N", "H", "C", "C", "C", "N", "N", "O", "N", "H"], "xyz": [[0.235, -1.229, 0.754], [-1.891, -1.345, 1.024], [0.798, 1.016, -0.054], [-0.985, -0.992, 0.413], [1.123, -0.461, -0.049], [-1.577, -0.220, -0.653], [-1.168, 0.886, -1.161], [2.186, -1.004, -0.328], [-0.237, 1.636, -0.441], [1.515, 1.713, 0.494]], "nbo_charge": [-0.415, 0.209, 0.016, 0.238, 0.559, -0.221, 0.074, -0.465, -0.231, 0.237], "mol_weight_g_mol": 110.08, "homo_lumo_gap_ev": 8.91}

---

--- b ---
{"formula": "C3H2N4O", "method": "wB97M-V/def2-TZVPD", "symbols": ["O", "N", "C", "N", "C", "H", "N", "C", "H", "N"], "xyz": [[-0.751, -0.928, -1.189], [0.934, 1.061, -1.302], [-1.032, -1.082, 0.144], [1.296, 1.944, -0.330], [0.272, -0.002, -0.852], [-0.603, -2.168, 0.282], [1.181, 1.524, 0.919], [0.066, -0.136, 0.558], [-2.111, -0.772, 0.329], [0.748, 0.558, 1.442]], "nbo_charge": [-0.458, -0.222, -0.109, -0.004, 0.410, 0.229, -0.039, 0.111, 0.241, -0.159], "mol_weight_g_mol": 110.08, "homo_lumo_gap_ev": 8.39}

---

--- c ---
{"formula": "C3H2N4O", "method": "wB97M-V/def2-TZVPD", "symbols": ["H", "N", "O", "C", "N", "H", "N", "C", "N", "C"], "xyz": [[1.969, -1.810, 0.044], [-0.157, -1.403, -0.089], [-0.079, 2.185, -0.096], [-0.774, -0.094, -0.077], [1.247, 0.311, 0.225], [1.976, 0.994, 0.021], [-2.110, -0.056, -0.067], [1.071, -1.065, -0.069], [-3.213, -0.034, 0.134], [0.069, 0.971, -0.025]], "nbo_charge": [0.215, -0.406, -0.615, -0.063, -0.613, 0.426, 0.143, 0.219, 0.128, 0.564], "mol_weight_g_mol": 110.08, "homo_lumo_gap_ev": 8.85}

---

--- d ---
{"formula": "C3H2N4O", "method": "wB97M-V/def2-TZVPD", "symbols": ["N", "O", "N", "H", "C", "N", "C", "C", "N", "H"], "xyz": [[-0.044, 1.836, 0.865], [0.897, -0.923, 1.835], [0.914, 1.180, 0.799], [1.178, -1.861, -1.172], [0.944, -0.327, 0.742], [-1.403, 0.563, -0.310], [0.555, -0.973, -0.588], [-0.534, -0.309, -1.012], [-1.278, 1.158, 0.808], [-1.229, -0.345, -1.966]], "nbo_charge": [0.045, -0.486, -0.148, 0.282, 0.585, -0.194, -0.313, -0.066, 0.041, 0.254], "mol_weight_g_mol": 110.08, "homo_lumo_gap_ev": 7.73}

---

Stability summary - winner: c; margin: 49.2 kcal/mol.

---

--- a ---
{"formula": "C3H8NO", "method": "wB97M-V/def2-TZVPD", "symbols": ["H", "C", "C", "H", "H", "N", "H", "H", "H", "H", "O", "H", "C"], "xyz": [[3.356, -0.592, 0.372], [0.470, 0.816, -1.072], [-2.171, -0.766, 0.810], [-2.156, -0.266, 1.770], [1.135, 1.630, -0.826], [-0.399, 0.463, -0.204], [-0.352, 1.049, 0.629], [0.635, 0.264, -1.993], [-1.455, -1.115, -1.149], [-2.990, -1.449, 0.640], [2.664, 0.066, 0.176], [2.654, 0.438, 1.073], [-1.392, -0.538, -0.226]], "nbo_charge": [0.497, 0.153, -0.295, 0.227, 0.241, -0.413, 0.433, 0.234, 0.241, 0.246, -0.958, 0.475, -0.082], "charge": 1, "mol_weight_g_mol": 74.10, "homo_lumo_gap_ev": 9.96}

---

--- b ---
{"formula": "C3H8NO", "method": "wB97M-V/def2-TZVPD", "symbols": ["H", "H", "H", "H", "H", "C", "H", "H", "N", "C", "O", "H", "C"], "xyz": [[1.863, -1.159, 0.040], [0.616, 2.312, -0.720], [0.749, -1.838, 1.366], [-1.930, -0.732, 1.250], [0.205, -2.267, -0.174], [0.806, -1.487, 0.428], [-2.000, 0.761, 0.136], [-0.218, 2.071, -2.026], [0.320, 1.581, -1.340], [-1.375, -0.007, 0.670], [0.143, 0.328, -0.948], [0.749, 0.568, 0.896], [0.071, -0.131, 0.422]], "nbo_charge": [0.253, 0.383, 0.237, 0.222, 0.250, -0.596, 0.216, 0.414, -0.277, -0.131, -0.171, 0.219, -0.019], "charge": 1, "mol_weight_g_mol": 74.10, "homo_lumo_gap_ev": [6.52, 10.56]}

---

--- c ---
{"formula": "C3H8NO", "method": "wB97M-V/def2-TZVPD", "symbols": ["N", "C", "H", "H", "C", "H", "H", "H", "H", "C", "H", "H", "O"], "xyz": [[-1.833, 0.523, 0.330], [0.345, 1.001, 0.000], [2.141, -1.405, -0.219], [-1.817, 0.745, 1.389], [2.320, -0.368, -0.101], [-1.887, 1.177, -0.336], [-2.286, -1.402, 0.765], [2.597, 0.074, -0.989], [0.381, 1.336, -1.025], [-2.049, -0.712, -0.011], [3.057, -0.301, 0.756], [-2.085, -0.885, -1.058], [1.117, 0.217, 0.499]], "nbo_charge": [-0.542, 0.157, 0.212, 0.472, -0.272, 0.421, 0.227, 0.205, 0.106, -0.030, 0.231, 0.215, -0.403], "charge": 1, "mol_weight_g_mol": 74.10, "homo_lumo_gap_ev": [7.51, 7.51]}

---

--- d ---
{"formula": "C3H8NO", "method": "wB97M-V/def2-TZVPD", "symbols": ["C", "O", "H", "H", "C", "H", "H", "C", "H", "N", "H", "H", "H"], "xyz": [[-1.775, 0.387, -1.026], [1.303, 0.522, -0.851], [-2.380, 1.092, -1.582], [0.950, -1.515, 1.744], [1.544, -0.550, -0.008], [-2.136, 1.091, 0.850], [1.267, 0.351, 1.804], [1.071, -0.562, 1.248], [-1.352, -0.502, -1.482], [-1.595, 0.503, 0.223], [2.012, -1.405, -0.491], [-1.082, -0.214, 0.755], [2.172, 0.804, -1.184]], "nbo_charge": [0.169, -0.715, 0.239, 0.234, 0.188, 0.443, 0.243, -0.604, 0.235, -0.573, 0.185, 0.454, 0.503], "charge": 1, "mol_weight_g_mol": 74.10, "homo_lumo_gap_ev": 8.22}

---

Stability summary - winner: a; margin: 20.8 kcal/mol.

---

--- a ---
{"formula": "C4H12N3", "method": "wB97M-V/def2-TZVPD", "symbols": ["H", "H", "H", "H", "H", "N", "N", "H", "C", "C", "N", "H", "C", "H", "H", "H", "C", "H", "H"], "xyz": [[1.405, 1.027, 0.863], [-0.928, 1.581, -1.107], [3.057, -1.896, 0.361], [0.253, 0.376, -0.833], [-0.497, -1.072, 1.048], [2.402, -1.141, 0.460], [-0.765, 0.639, -0.743], [2.320, -1.018, 1.458], [2.506, -0.094, -0.365], [1.751, 1.052, -0.141], [-2.933, 0.374, 0.010], [-0.953, -2.027, -0.289], [-1.349, -1.271, 0.444], [-3.523, -0.237, 0.605], [3.062, -0.231, -1.282], [1.801, 1.945, -0.757], [-1.764, -0.134, -0.339], [-3.233, 1.183, -0.429], [-2.181, -1.622, 1.197]], "nbo_charge": [0.180, 0.413, 0.404, 0.429, 0.253, -0.694, -0.716, 0.378, -0.187, -0.352, -0.711, 0.269, -0.686, 0.433, 0.201, 0.223, 0.510, 0.411, 0.242], "spin_multiplicity": 3, "charge": 1, "mol_weight_g_mol": 102.16, "homo_lumo_gap_ev": [4.72, 9.79]}

---

--- b ---
{"formula": "C4H12N3", "method": "wB97M-V/def2-TZVPD", "symbols": ["N", "C", "H", "C", "H", "C", "N", "H", "H", "H", "H", "H", "H", "H", "H", "C", "H", "H", "N"], "xyz": [[-1.069, -0.789, 0.394], [-2.595, 0.946, -0.433], [-1.911, -1.329, 0.304], [3.340, 0.769, 0.247], [1.557, -2.383, -0.602], [0.204, -1.035, 0.176], [2.207, 0.934, -0.302], [-3.119, 0.009, -0.781], [-1.999, 0.612, 1.673], [4.196, 1.228, -0.086], [1.071, -0.374, 0.205], [2.315, 1.740, -0.887], [-3.540, 1.448, -0.081], [-2.290, 1.405, -1.285], [-0.038, -2.917, -0.519], [-1.590, 0.521, 0.642], [3.509, 0.076, 0.978], [-0.881, 1.354, 0.568], [0.632, -2.216, -0.209]], "nbo_charge": [-0.521, -0.625, 0.438, -0.359, 0.438, 0.393, -0.438, 0.196, 0.230, 0.242, 0.257, 0.388, 0.254, 0.228, 0.412, -0.255, 0.199, 0.232, -0.709], "spin_multiplicity": 3, "charge": 1, "mol_weight_g_mol": 102.16, "homo_lumo_gap_ev": [6.46, 8.25]}

---

Stability summary - winner: a; margin: 33.7 kcal/mol.

---

--- a ---
{"formula": "C7H10O2", "method": "wB97M-V/def2-TZVPD", "symbols": ["H", "H", "H", "C", "H", "O", "O", "C", "C", "H", "C", "C", "C", "H", "C", "H", "H", "H", "H"], "xyz": [[1.132, 1.054, 1.766], [2.933, -1.365, -0.992], [-3.575, 0.216, -0.518], [-0.851, -1.006, 1.073], [-2.230, 0.709, -2.135], [1.391, -0.941, 0.339], [0.827, 1.748, 1.310], [-2.610, -0.077, -0.275], [-1.750, 0.242, -1.288], [0.321, 1.433, 0.622], [2.447, -0.517, -0.458], [0.035, -0.684, 0.060], [-0.420, -0.088, -1.116], [-0.583, -1.459, 1.921], [-2.144, -0.690, 0.845], [2.160, 0.162, -1.187], [3.236, 0.080, 0.120], [0.306, 0.050, -2.025], [-2.780, -1.062, 1.576]], "nbo_charge": [0.459, 0.181, 0.213, -0.255, 0.219, -0.524, -0.921, -0.245, -0.172, 0.465, -0.246, 0.303, -0.328, 0.221, -0.176, 0.176, 0.193, 0.228, 0.209], "mol_weight_g_mol": 126.15, "homo_lumo_gap_ev": 9.81}

---

--- b ---
{"formula": "C7H10O2", "method": "wB97M-V/def2-TZVPD", "symbols": ["H", "H", "O", "C", "H", "H", "H", "H", "C", "O", "H", "H", "C", "C", "C", "C", "H", "H", "C"], "xyz": [[-2.538, 0.446, -0.403], [-1.473, 0.777, -1.783], [0.492, -0.537, -1.201], [-0.795, -1.327, 0.717], [-1.768, -1.465, 1.155], [1.496, -2.289, -0.763], [0.030, -1.769, 1.242], [1.966, -0.892, 0.226], [1.282, 1.198, 1.667], [1.083, 0.461, 2.589], [2.306, 1.458, 1.321], [-2.362, -0.756, -1.693], [-1.840, 0.005, -1.102], [-0.450, 2.527, 0.212], [1.644, -1.206, -0.779], [-0.664, -0.559, -0.356], [2.429, -0.941, -1.486], [-1.095, 3.107, -0.381], [0.256, 1.761, 0.816]], "nbo_charge": [0.222, 0.223, -0.536, -0.522, 0.213, 0.178, 0.214, 0.166, 0.358, -0.476, 0.136, 0.229, -0.666, -0.140, -0.248, 0.334, 0.195, 0.237, -0.117], "mol_weight_g_mol": 126.15, "homo_lumo_gap_ev": 8.86}

---

Stability summary - winner: a; margin: 52.9 kcal/mol.

---

--- a ---
{"formula": "C5H7NO2", "method": "wB97M-V/def2-TZVPD", "symbols": ["H", "N", "H", "O", "C", "H", "C", "C", "C", "C", "O", "H", "H", "H", "H"], "xyz": [[-2.970, -0.960, 0.837], [-0.375, 2.532, 0.119], [2.472, -1.339, -0.673], [1.397, -0.419, 1.396], [1.803, -0.769, -1.321], [-1.078, -0.015, 2.198], [-2.040, -0.629, 0.387], [0.137, 1.499, 0.410], [0.553, -0.081, 0.563], [-1.046, -0.160, 1.126], [0.512, -0.635, -0.723], [-1.920, -0.803, -0.674], [1.646, -1.292, -2.263], [2.243, 0.216, -1.519], [-1.333, 2.856, 0.136]], "nbo_charge": [0.205, -0.598, 0.205, -0.709, -0.255, 0.220, -0.360, 0.519, 0.575, -0.264, -0.548, 0.215, 0.192, 0.170, 0.434], "mol_weight_g_mol": 113.12, "homo_lumo_gap_ev": 8.66}

---

--- b ---
{"formula": "C5H7NO2", "method": "wB97M-V/def2-TZVPD", "symbols": ["C", "C", "H", "H", "H", "N", "H", "C", "O", "C", "H", "H", "H", "O", "C"], "xyz": [[1.390, -0.091, 1.840], [0.950, 0.062, -2.850], [0.311, 1.391, -0.701], [-1.685, -1.413, -1.588], [-2.163, 0.598, 1.316], [0.803, -0.230, 2.921], [-0.013, -0.828, 3.068], [-1.088, 0.124, -0.213], [-0.454, 1.243, -0.063], [-0.099, -0.333, -2.351], [1.730, 0.313, -3.409], [1.194, -0.721, 0.824], [2.042, 0.805, 1.765], [-1.959, -0.160, 0.739], [-0.959, -0.760, -1.298]], "nbo_charge": [-0.030, -0.304, 0.535, 0.238, 0.502, -0.635, 0.355, 0.698, -0.678, -0.003, 0.214, 0.143, 0.161, -0.658, -0.539], "mol_weight_g_mol": 113.12, "homo_lumo_gap_ev": 8.61}

---

--- c ---
{"formula": "C5H7NO2", "method": "wB97M-V/def2-TZVPD", "symbols": ["H", "H", "N", "H", "H", "H", "H", "O", "C", "C", "C", "C", "H", "C", "O"], "xyz": [[2.361, -0.656, 0.486], [-1.276, 1.992, -0.936], [0.266, -0.662, 2.188], [-1.551, 0.148, -1.269], [1.297, 0.296, -0.896], [0.980, -1.104, 2.709], [-2.771, 1.078, -0.219], [-1.491, 0.781, 1.896], [1.409, -0.576, -0.142], [-1.621, 1.006, -0.514], [-0.913, 0.585, 0.675], [0.273, -0.383, 0.845], [1.112, -1.579, -0.664], [-0.850, 0.091, 2.785], [-1.125, 0.065, 3.940]], "nbo_charge": [0.234, 0.227, -0.634, 0.236, 0.251, 0.421, 0.241, -0.431, -0.668, -0.680, 0.178, 0.134, 0.232, 0.868, -0.608], "mol_weight_g_mol": 113.12, "homo_lumo_gap_ev": 8.01}

---

Stability summary - winner: c; margin: 62.6 kcal/mol.

---

--- a ---
{"formula": "C5H7NO2", "method": "wB97M-V/def2-TZVPD", "symbols": ["N", "H", "C", "H", "H", "H", "H", "C", "C", "O", "H", "C", "O", "H", "C"], "xyz": [[1.639, -1.128, -0.755], [-0.461, -1.648, -1.011], [-0.307, 0.189, 0.260], [0.666, 1.980, -0.991], [2.280, -1.357, -1.783], [1.890, -2.039, 0.024], [1.653, 0.524, 0.594], [-1.948, -0.458, 2.178], [0.209, -0.905, -0.708], [0.770, 0.722, 1.069], [-2.536, -1.072, 2.956], [-1.259, -0.126, 1.205], [0.395, 1.361, -1.611], [-1.535, 0.224, -1.376], [-0.487, 0.404, -1.068]], "nbo_charge": [-0.906, 0.188, 0.115, 0.481, 0.414, 0.389, 0.504, -0.224, -0.094, -0.698, 0.260, -0.024, -0.691, 0.208, 0.077], "mol_weight_g_mol": 113.12, "homo_lumo_gap_ev": 9.44}

---

--- b ---
{"formula": "C5H7NO2", "method": "wB97M-V/def2-TZVPD", "symbols": ["C", "H", "C", "C", "H", "H", "H", "O", "N", "H", "O", "C", "H", "H", "C"], "xyz": [[-0.324, -0.923, 0.327], [1.358, -2.199, 0.890], [1.819, 0.870, -0.119], [1.123, -1.373, 0.215], [-0.726, -1.000, 1.337], [-2.453, 0.688, 0.605], [-2.330, 0.785, -1.159], [2.758, 1.577, -0.325], [0.520, 1.236, -0.439], [-0.977, -1.375, -0.491], [1.995, -0.308, 0.573], [-0.478, 0.472, -0.191], [1.348, -1.683, -0.815], [-1.787, 2.163, -0.189], [-1.846, 1.070, -0.220]], "nbo_charge": [-0.523, 0.207, 0.858, -0.073, 0.242, 0.226, 0.236, -0.525, -0.532, 0.240, -0.516, 0.404, 0.179, 0.251, -0.674], "mol_weight_g_mol": 113.12, "homo_lumo_gap_ev": 10.52}

---

--- c ---
{"formula": "C5H7NO2", "method": "wB97M-V/def2-TZVPD", "symbols": ["H", "C", "O", "H", "C", "H", "O", "C", "H", "C", "N", "H", "H", "C", "H"], "xyz": [[-1.752, 1.436, -0.595], [0.060, 1.724, 0.362], [2.886, 0.461, -0.724], [0.492, 2.686, 0.346], [0.558, 0.505, 0.134], [1.837, -1.377, 1.572], [2.467, -1.137, 0.862], [2.163, -0.165, -0.039], [-0.407, -2.200, -0.808], [-1.310, 1.140, 0.246], [-0.605, -0.231, 0.194], [-1.932, 1.185, 1.087], [-2.078, -1.677, -0.291], [-1.103, -1.284, -0.625], [-1.276, -1.066, -1.720]], "nbo_charge": [0.196, -0.323, -0.526, 0.228, 0.089, 0.517, -0.703, 0.807, 0.211, -0.204, -0.446, 0.197, 0.210, -0.425, 0.172], "mol_weight_g_mol": 113.12, "homo_lumo_gap_ev": 8.93}

---

--- d ---
{"formula": "C5H7NO2", "method": "wB97M-V/def2-TZVPD", "symbols": ["O", "C", "C", "O", "C", "H", "C", "C", "H", "H", "H", "H", "H", "H", "N"], "xyz": [[1.227, -0.900, 0.575], [0.021, -1.836, 0.486], [0.007, -0.197, -1.181], [-0.332, 1.884, 1.472], [-0.886, -1.276, -0.649], [-1.833, -1.035, -0.257], [-0.006, 1.244, 0.399], [-0.586, 1.270, -0.959], [-1.115, -1.970, -1.539], [-0.312, -2.069, 1.675], [0.645, -0.269, -2.002], [-1.715, 1.652, -1.125], [-0.018, 1.866, -1.596], [0.561, -2.683, -0.020], [0.761, 0.201, -0.013]], "nbo_charge": [-0.351, -0.124, -0.061, -0.589, -0.471, 0.233, 0.635, -0.481, 0.234, 0.233, 0.215, 0.238, 0.228, 0.202, -0.142], "mol_weight_g_mol": 113.12, "homo_lumo_gap_ev": 10.21}

---

Stability summary - winner: b; margin: 65.9 kcal/mol.